[1]
Here is a cluster of 2 separate species, CH2N2O2S in total in a non-equilibrium geometry from the OMol25 dataset. Energies are from ωB97M-V/def2-TZVPD.

```
8
Properties=species:S:1:pos:R:3:forces:R:3:lowdin_charge:R:1
O -0.220380 1.261584 1.324909 -1.4655 1.5208 0.5982 0.1409
C 0.252920 0.580277 0.512050 3.5908 -2.2986 -1.0474 -0.6391
N 1.294323 -0.376721 0.390940 0.8473 -1.5801 2.0768 0.0684
N 0.552845 0.119960 -0.757005 -1.6409 0.7892 -1.7593 0.0009
H 1.153158 -1.423764 0.706902 -0.3734 2.4989 -1.4253 0.1555
H 1.003712 0.641632 -1.544942 0.1481 -0.4046 1.5184 0.1389
O -1.680674 -0.864739 0.162347 -1.1505 0.2260 -0.5263 -0.6591
S -2.355903 0.061769 -0.795201 0.0441 -0.7516 0.5649 0.7936
```
Positions in Å, forces in eV/Å.

The calculation puts the energy above the lowest of the compared OMol25 structures with the same formula, charge and spin at 632.9 kJ/mol. The HOMO energy (alpha / beta) comes out at -9.42 / -9.32 eV. The gap between HOMO and LUMO (alpha / beta) is 0.28284 / 0.27919 Ha. The energy is -697.30990 a.u. The SMILES is O=C1NN1.O=S. For the LUMO energy (alpha / beta), the calculation gives -1.73 / -1.72 eV.

***

[2]
Here is the ion C5H8N with charge +1 in a non-equilibrium geometry from the OMol25 dataset. Energies are from ωB97M-V/def2-TZVPD.

```
14
Properties=species:S:1:pos:R:3:forces:R:3:lowdin_charge:R:1
C -1.131164 2.633583 0.237911 0.0367 -0.4973 -0.4650 0.1527
C -0.939308 1.620711 -0.371605 0.0406 0.1489 0.5137 -0.1461
C -0.646204 0.367550 -1.041791 0.1173 -0.1064 -0.1082 -0.1642
C 0.717094 -0.239396 -0.582651 0.0227 1.1369 -0.9164 -0.1266
N 0.520820 -1.408342 0.232738 -0.3289 -0.6422 0.3236 0.0422
C 0.676741 -1.479837 1.490190 0.0388 -0.0347 0.2064 0.2104
H -1.342576 3.555802 0.695795 -0.0797 0.4823 0.3280 0.0371
H -1.459210 -0.337998 -0.849666 0.0244 -0.0494 -0.1390 0.1243
H -0.615047 0.550682 -2.117145 0.0207 -0.1645 0.0213 0.1274
H 1.287853 -0.539510 -1.464503 0.0351 -0.0541 0.2044 0.1431
H 1.282628 0.510877 -0.026763 -0.0093 -0.2356 -0.0124 0.1389
H 0.158156 -2.218952 -0.277062 0.1039 0.0497 0.3194 0.1945
H 1.040381 -0.624316 2.047730 0.0158 0.0978 -0.1583 0.1357
H 0.449837 -2.390854 2.026820 -0.0382 -0.1315 -0.1175 0.1306
```
Positions in Å, forces in eV/Å.

The total charge is +1. The calculation puts the energy above the lowest of the compared OMol25 structures with the same formula, charge and spin at 266.6 kJ/mol. The HOMO energy comes out at -13.87 eV. The gap between HOMO and LUMO is 0.31336 Ha. The energy is -249.72361 a.u. The SMILES is C#CCC[NH+]=C. For the LUMO energy, the calculation gives -5.34 eV.